{
  "formula": "C10H16F8N3O3",
  "method": "ωB97M-V with the def2-TZVPD basis set",
  "symbols": ["N", "C", "N", "C", "C", "C", "C", "O", "O", "N", "H", "H", "H", "H", "H", "H", "H", "H", "H", "H", "H", "H", "C", "C", "C", "F", "F", "F", "F", "O", "C", "C", "F", "F", "F", "F", "H", "H", "H", "H"],
  "xyz": [[-1.146, 1.062, 1.477], [0.017, 0.551, 1.846], [1.116, 1.326, 2.340], [1.257, 0.969, 3.796], [0.280, -0.166, 4.299], [0.022, -1.323, 3.265], [0.891, -2.637, 3.470], [1.774, -2.617, 4.580], [2.929, -1.881, 4.289], [0.215, -0.877, 1.810], [-1.268, 1.917, 0.934], [-1.972, 0.577, 1.836], [1.951, 0.923, 1.894], [0.997, 1.897, 4.383], [2.317, 0.723, 4.054], [0.633, -0.495, 5.305], [-0.721, 0.331, 4.474], [-1.067, -1.614, 3.335], [0.178, -3.494, 3.638], [1.434, -2.883, 2.513], [3.105, -1.375, 5.103], [-0.560, -1.268, 1.258], [0.395, 1.537, -3.655], [-0.818, 1.746, -2.714], [-1.231, 0.574, -1.815], [-1.540, -0.541, -2.477], [-2.343, 0.913, -1.096], [-1.861, 2.183, -3.443], [-0.486, 2.776, -1.875], [0.163, 1.172, -5.028], [-0.061, -0.174, -5.370], [-1.494, -0.444, -5.855], [-2.422, -0.011, -4.980], [-1.692, -1.771, -6.018], [0.316, -0.967, -4.350], [0.784, -0.449, -6.378], [0.863, 2.520, -3.738], [1.158, 0.901, -3.201], [-0.437, 0.335, -1.099], [-1.676, 0.057, -6.808]],
  "lowdin_charge": [0.263, -0.317, 0.066, -0.147, -0.108, -0.224, -0.140, -0.158, -0.018, 0.127, 0.149, 0.160, 0.137, 0.132, 0.121, 0.134, 0.126, 0.151, 0.147, 0.139, 0.116, 0.137, -0.034, -0.435, -0.318, 0.120, 0.069, 0.145, 0.093, 0.040, -0.515, -0.281, 0.098, 0.106, 0.139, 0.159, 0.151, 0.143, 0.149, 0.178],
  "multiplicity": 1,
  "lumo_ev": -4.88,
  "total_charge": 1,
  "total_energy_ha": -1579.15814,
  "gap_ha": 0.30770
}